## P
{
  "formula": "C3H2O2S",
  "method": "ωB97M-V/def2-TZVPD",
  "species": ["O", "C", "C", "C", "O", "S", "H", "H"],
  "xyz": [[1.3400, -1.1752, -1.4089], [0.6409, -0.3969, -0.8475], [0.2260, -0.2935, 0.5272], [-0.7774, 0.8429, 0.2893], [-1.6029, 1.3899, 0.9471], [-0.5261, 0.9672, -1.4630], [-0.4267, -1.1380, 0.7508], [1.1261, -0.1965, 1.2050]],
  "homo_lumo_gap_ev": 10.70,
  "charge": 0,
  "homo_energy_ev": -10.34
}

## Q
{
  "formula": "C3H2O2S",
  "method": "ωB97M-V/def2-TZVPD",
  "species": ["C", "C", "C", "O", "O", "S", "H", "H"],
  "xyz": [[-1.9152, 1.2099, 0.3117], [-0.7324, 1.4352, 0.3848], [1.2436, -0.6101, -0.3309], [1.8214, -0.5915, -1.4614], [0.5192, -1.3677, 0.3545], [1.7058, 0.9159, 0.3449], [-2.9607, 1.3077, 0.3340], [0.3182, -2.2995, 0.0624]],
  "homo_lumo_gap_ev": 7.22,
  "charge": 0,
  "homo_energy_ev": -9.56
}

The structure with the most favorable energy is P; the runner-up is 0.2027 hartree above it.

## P
{
  "formula": "C4H9N3O",
  "method": "ωB97M-V/def2-TZVPD",
  "species": ["H", "N", "C", "C", "N", "C", "C", "N", "O", "H", "H", "H", "H", "H", "H", "H", "H"],
  "xyz": [[-0.2686, -2.9383, -0.3730], [-1.1188, -2.3979, -0.2274], [-0.9166, -1.1890, 0.0849], [-2.1129, -0.3110, 0.3259], [0.3555, -0.7054, 0.2878], [0.8725, 0.4271, -0.0053], [0.2626, 1.5782, -0.7541], [2.1411, 0.6269, 0.4254], [2.8164, -0.4774, 0.9539], [-1.9498, 0.3310, 1.1908], [-2.9798, -0.9439, 0.4931], [-2.3013, 0.3120, -0.5469], [-0.2500, 1.2107, -1.6395], [-0.4641, 2.0857, -0.1236], [1.0231, 2.2937, -1.0532], [2.7791, 1.2582, -0.0375], [2.1114, -1.1605, 0.9987]],
  "homo_lumo_gap_ev": 9.59,
  "charge": 0,
  "homo_energy_ev": -8.87
}

## Q
{
  "formula": "C4H9N3O",
  "method": "ωB97M-V/def2-TZVPD",
  "species": ["H", "N", "C", "C", "O", "H", "H", "H", "H", "C", "C", "N", "N", "H", "H", "H", "H"],
  "xyz": [[-2.0051, 1.6920, -0.1099], [-2.0090, 0.7941, 0.3718], [-1.2678, -0.0957, -0.1691], [-1.2195, -1.4690, 0.4383], [-1.1699, -0.2236, -1.6262], [-1.3248, -1.4000, 1.5175], [-2.0299, -2.0741, 0.0375], [-0.2668, -1.9255, 0.1746], [-1.5772, 0.5553, -2.0303], [1.0028, 1.2658, 1.4873], [0.8563, 0.8103, 0.2678], [1.3826, 0.6154, -0.8724], [2.1959, -0.4174, -1.1184], [0.1705, 1.1842, 2.1690], [1.8728, 1.8231, 1.7967], [2.7084, -0.8150, -0.3327], [2.6806, -0.3198, -2.0015]],
  "homo_lumo_gap_ev": 9.16,
  "charge": 0,
  "homo_energy_ev": -8.63
}

The structure with the most favorable energy is P; the runner-up is 0.0783 hartree above it.

## P
{
  "formula": "C4H9N3O",
  "method": "ωB97M-V/def2-TZVPD",
  "species": ["C", "C", "N", "N", "C", "C", "N", "O", "H", "H", "H", "H", "H", "H", "H", "H", "H"],
  "xyz": [[0.4848, 0.6814, 1.4817], [1.1044, -0.4601, 0.7363], [-1.8113, -0.0993, 0.2629], [-1.2940, -0.0003, 1.5389], [-0.9327, -0.2826, -0.7609], [0.4200, -0.3498, -0.6025], [1.1970, -0.2642, -1.7925], [-1.5085, -0.1481, -1.9950], [-0.8343, -0.4164, -2.6371], [-2.6094, 0.4806, 0.0092], [-1.9540, 0.5526, 2.0857], [1.5588, 0.6641, -1.9758], [1.9605, -0.9326, -1.8063], [0.6345, 1.6617, 1.0287], [0.5202, 0.6871, 2.5619], [2.1895, -0.3755, 0.6261], [0.8747, -1.3985, 1.2387]],
  "homo_lumo_gap_ev": 8.06,
  "charge": 0,
  "homo_energy_ev": -7.09
}

## Q
{
  "formula": "C4H9N3O",
  "method": "ωB97M-V/def2-TZVPD",
  "species": ["O", "N", "N", "C", "C", "N", "C", "C", "H", "H", "H", "H", "H", "H", "H", "H", "H"],
  "xyz": [[-3.1316, 0.2620, -0.4351], [-2.3737, -0.6327, -0.1653], [-1.1444, -0.2097, 0.1508], [-0.1921, -1.2153, 0.4701], [0.9848, -1.1300, -0.4741], [1.4938, 0.2306, -0.7066], [0.7675, 1.2060, 0.2528], [-0.7098, 1.1853, -0.0926], [0.1055, -1.0623, 1.5408], [-0.7336, -2.2091, 0.4355], [1.8046, -1.8114, -0.1461], [0.6748, -1.5111, -1.4486], [2.4627, 0.2233, -0.2201], [0.9552, 0.9898, 1.3785], [1.1105, 2.2221, 0.1017], [-1.1904, 2.0196, 0.4945], [-0.8840, 1.4430, -1.1363]],
  "homo_lumo_gap_ev": 9.91,
  "charge": 0,
  "homo_energy_ev": -9.16
}

The structure with the most favorable energy is Q; the runner-up is 0.0050 hartree above it.

## P
{
  "formula": "C4H8N2OS",
  "method": "ωB97M-V/def2-TZVPD",
  "species": ["H", "N", "C", "C", "O", "C", "S", "N", "C", "H", "H", "H", "H", "H", "H", "H"],
  "xyz": [[-0.3426, -0.6776, -2.6048], [0.0574, -1.1931, -1.7273], [0.1720, -0.3744, -0.7496], [0.8690, -1.0058, 0.5183], [0.7531, -2.3489, 0.5091], [0.1335, -0.2883, 1.6129], [-0.1571, 1.4073, 1.0700], [-0.1931, 0.9403, -0.6691], [-1.1885, 1.4062, -1.5448], [1.8853, -0.6944, 0.5511], [0.5897, -2.5747, -0.4809], [0.6926, -0.0834, 2.5804], [-0.7491, -0.9081, 1.9242], [-1.2562, 2.4752, -1.4583], [-1.1083, 1.0866, -2.6970], [-2.1887, 0.9950, -1.2537]],
  "homo_lumo_gap_ev": 9.25,
  "charge": 0,
  "homo_energy_ev": -8.61
}

## Q
{
  "formula": "C4H8N2OS",
  "method": "ωB97M-V/def2-TZVPD",
  "species": ["H", "N", "C", "N", "O", "C", "C", "C", "S", "H", "H", "H", "H", "H", "H", "H"],
  "xyz": [[3.1500, -0.2431, 0.3085], [2.4842, -0.8587, 0.7498], [1.2896, -0.5442, 0.5096], [0.2614, -1.2072, 1.1941], [-0.8757, -1.5153, 0.4154], [-1.6146, -0.3259, 0.2261], [-0.9535, 0.5244, -0.8610], [-1.6849, 1.8676, -1.0514], [0.7938, 0.8517, -0.4799], [0.6141, -2.0872, 1.5427], [-1.6895, 0.2425, 1.1816], [-2.6239, -0.6205, -0.1289], [-0.9870, -0.0304, -1.7932], [-1.6866, 2.4154, -0.1311], [-2.7307, 1.6883, -1.3327], [-1.1805, 2.4609, -1.8386]],
  "homo_lumo_gap_ev": 9.95,
  "charge": 0,
  "homo_energy_ev": -9.15
}

The structure with the most favorable energy is P; the runner-up is 0.0097 hartree above it.

## P
{
  "formula": "C4H8N2OS",
  "method": "ωB97M-V/def2-TZVPD",
  "species": ["C", "C", "C", "N", "N", "H", "H", "H", "H", "H", "H", "H", "H", "O", "C", "S"],
  "xyz": [[1.2566, 0.9348, -1.2182], [1.4636, 0.3636, 0.1318], [0.5460, 0.5424, 1.2370], [0.7962, -0.8889, 0.5423], [-0.3662, -1.2551, -0.2250], [2.0210, 1.8390, -1.3279], [0.2945, 1.5092, -0.9537], [1.4946, 0.1897, -2.0499], [2.5771, 0.3331, 0.5136], [-0.4933, 0.7076, 1.0949], [1.0184, 0.3771, 2.2215], [-1.1512, -1.1660, 0.4510], [-0.3070, -2.0937, -0.7759], [-3.4845, -1.5239, 0.6432], [-3.0403, -0.5666, 0.2183], [-2.6254, 0.6976, -0.5029]],
  "homo_lumo_gap_ev": 8.52,
  "charge": 0,
  "homo_energy_ev": -8.00
}

## Q
{
  "formula": "C4H8N2OS",
  "method": "ωB97M-V/def2-TZVPD",
  "species": ["C", "C", "C", "C", "H", "H", "H", "H", "H", "H", "H", "H", "N", "N", "O", "S"],
  "xyz": [[0.1325, -1.7937, -0.9358], [-1.3408, 0.0200, 0.0694], [-1.0450, 1.3882, 0.8269], [0.3934, 1.4904, 0.3682], [2.7968, -1.1494, 0.6333], [-0.7599, -2.2740, -1.0137], [-1.6632, -0.7456, 0.7644], [-2.1114, 0.1417, -0.6827], [-1.5580, 2.2403, 0.3551], [-1.3978, 1.3941, 1.7910], [0.6701, 1.8850, -0.7342], [1.1294, 2.1409, 0.9605], [1.2061, -2.4789, -1.2498], [-0.0535, -0.4319, -0.4750], [0.8263, 0.0471, 0.4944], [2.7749, -1.8742, -1.1720]],
  "homo_lumo_gap_ev": 7.75,
  "charge": 0,
  "homo_energy_ev": -8.04
}

## R
{
  "formula": "C4H8N2OS",
  "method": "ωB97M-V/def2-TZVPD",
  "species": ["H", "N", "C", "N", "C", "C", "O", "C", "S", "H", "H", "H", "H", "H", "H", "H"],
  "xyz": [[-0.3313, 3.3254, -0.2474], [-0.7561, 2.3752, -0.2580], [0.0279, 1.4785, 0.0846], [-0.2710, 0.1474, 0.1050], [0.6339, -0.8703, -0.5402], [1.9892, -1.1042, 0.2008], [-1.5168, -0.2184, -0.5235], [-2.6037, -0.2212, 0.3038], [-4.1222, -0.4165, -0.0589], [1.0539, 1.5072, 0.4395], [0.1388, -1.7919, -0.4664], [0.7719, -0.7647, -1.6272], [2.8473, -0.3396, 0.1089], [1.9194, -1.1806, 1.3506], [2.4330, -2.0199, -0.1707], [-2.2143, 0.0937, 1.2989]],
  "homo_lumo_gap_ev": 9.51,
  "charge": 0,
  "homo_energy_ev": -8.91
}

## S
{
  "formula": "C4H8N2OS",
  "method": "ωB97M-V/def2-TZVPD",
  "species": ["C", "N", "C", "C", "S", "N", "C", "O", "H", "H", "H", "H", "H", "H", "H", "H"],
  "xyz": [[-1.9810, -0.5683, -0.7814], [-0.7237, -0.1178, -0.2159], [0.1584, -0.9331, 0.6254], [1.4209, 0.0481, 0.7328], [2.6993, -0.3455, -0.5664], [0.7499, 1.2233, 0.6214], [-0.4400, 1.2130, -0.0646], [-1.0454, 2.2127, -0.3691], [-1.7353, -1.4264, -1.3340], [-2.4591, -1.0341, 0.1296], [-2.4873, 0.2169, -1.1474], [0.5197, -1.9379, 0.1892], [-0.3666, -0.9979, 1.5529], [2.0865, -0.1668, 1.6638], [2.2528, 0.6198, -1.3907], [1.3509, 1.9940, 0.3545]],
  "homo_lumo_gap_ev": 9.99,
  "charge": 0,
  "homo_energy_ev": -9.26
}

The structure with the most favorable energy is S; the runner-up is 0.1018 hartree above it.